(1)
Density functional theory data (the ωB97M-V functional and the def2-TZVPD basis) for 12 unconnected molecules or ions with the total composition C15H48N2O14 at a distorted geometry.

**SMILES string**: NC1=C(N)C(=O)OC1=O.CO.CO.CO.CO.CO.CO.CO.CO.CO.CO.CO
**HOMO energy**: -0.35733 Eh
**E_LUMO**: -0.481 eV
**Frontier orbital gap**: 9.243 eV
**F_max**: 2.2 eV Å⁻¹

Last column: Mulliken charge in e.
Positions of all 79 atoms, in Å:
1 N -1.006913 -1.630698 -0.969433  -0.65
2 C -1.049523 -0.429407 -0.272884  0.49
3 C -0.785100 0.795682 -0.701998  0.37
4 N -0.411562 1.217772 -1.962750  -0.61
5 C -0.934870 1.732176 0.423843  0.59
6 O -0.537817 2.831762 0.575794  -0.62
7 O -1.638911 1.056586 1.418681  -0.36
8 C -1.355975 -0.273783 1.180914  0.35
9 O -1.295496 -1.148260 1.966541  -0.52
10 H -1.671246 -1.580355 -1.730805  0.32
11 H -0.076774 -1.782289 -1.341295  0.26
12 H 0.057139 0.452011 -2.439146  0.15
13 H 0.294714 1.941392 -1.839265  0.25
14 C -2.443714 5.781878 1.693363  -0.58
15 O -2.822989 4.419005 1.867121  -0.33
16 H -3.108016 6.397107 2.296520  0.27
17 H -1.415545 5.949262 2.019307  0.16
18 H -2.539453 6.078885 0.645526  0.27
19 H -2.228424 3.885792 1.329673  0.21
20 C 2.972141 -1.503109 -3.027388  -0.47
21 O 2.144426 -1.526034 -1.857795  -0.50
22 H 2.621807 -0.703157 -3.676098  0.28
23 H 4.006533 -1.319123 -2.746700  0.13
24 H 2.901476 -2.452881 -3.561351  0.28
25 H 2.468603 -2.236334 -1.294977  0.25
26 C -4.579832 3.941593 4.558340  -0.28
27 O -5.041832 4.419644 5.824114  -0.55
28 H -5.381918 4.070557 3.837080  0.19
29 H -3.709774 4.504307 4.222599  0.10
30 H -4.324777 2.880187 4.619935  0.23
31 H -4.327813 4.304446 6.456135  0.29
32 C 1.300628 5.491647 2.555857  -0.24
33 O 1.151752 6.766255 1.934352  -0.53
34 H 0.764132 4.761661 1.955871  -0.12
35 H 2.353735 5.202565 2.606796  0.33
36 H 0.876860 5.503231 3.563844  0.28
37 H 1.626366 7.410319 2.466584  0.30
38 C 7.061819 -3.110825 -2.049673  -0.32
39 O 6.161032 -2.007463 -2.160406  -0.48
40 H 6.473363 -3.985182 -1.785388  0.00
41 H 7.569925 -3.292611 -3.000287  0.28
42 H 7.801720 -2.924053 -1.267138  0.26
43 H 6.673924 -1.228369 -2.392866  0.26
44 C 5.129151 -6.570122 -0.188587  -0.53
45 O 4.716069 -5.568921 -1.126783  -0.46
46 H 5.654160 -6.076298 0.620656  0.25
47 H 4.261108 -7.088779 0.211971  0.16
48 H 5.799106 -7.287331 -0.671381  0.33
49 H 4.248640 -6.015732 -1.837367  0.24
50 C -3.386086 2.660079 -4.349158  -0.31
51 O -1.981056 2.443985 -4.211211  -0.52
52 H -3.555943 3.201979 -5.276232  0.23
53 H -3.916203 1.703563 -4.392694  0.25
54 H -3.764708 3.252343 -3.514571  0.06
55 H -1.842813 1.970946 -3.382394  0.38
56 C 3.418214 -3.965415 2.043070  -0.41
57 O 3.615581 -5.375923 2.105913  -0.45
58 H 3.821142 -3.623751 1.092509  0.06
59 H 2.354904 -3.716175 2.091056  0.26
60 H 3.946253 -3.460015 2.855659  0.29
61 H 3.261793 -5.684364 2.944990  0.26
62 C -5.472477 6.245552 -2.382999  -0.51
63 O -5.203038 4.848432 -2.462200  -0.45
64 H -5.136544 6.699708 -3.311110  0.23
65 H -6.543142 6.430172 -2.263996  0.26
66 H -4.932299 6.700503 -1.548838  0.20
67 H -5.501366 4.448814 -1.639896  0.26
68 C 2.539775 -9.721393 0.352794  -0.54
69 O 3.922165 -9.989278 0.569981  -0.50
70 H 2.434892 -9.234219 -0.612927  0.20
71 H 1.957762 -10.646561 0.346596  0.30
72 H 2.155373 -9.056000 1.130581  0.24
73 H 3.999494 -10.415813 1.427607  0.29
74 C -5.415472 0.803572 1.066093  -0.57
75 O -4.578293 0.206939 0.077581  -0.55
76 H -6.447090 0.635844 0.768457  0.27
77 H -5.249263 0.346548 2.044556  0.26
78 H -5.233966 1.879501 1.134097  0.20
79 H -3.669649 0.355821 0.347030  0.33

Atoms 1-6, force components in eV/Å:
N 0.053 -0.308 0.035
C -0.380 0.666 0.617
C 0.180 0.358 -0.728
N 0.976 0.029 0.468
C -0.774 -0.796 0.212
O 0.146 1.104 -0.172

=====

(2)
Density functional theory data (the ωB97M-V functional and the def2-TZVPD basis) for a molecular structure, C20H22N5O8PPdS2 at a distorted geometry.

**2S+1**: 3
**HOMO energy (spin up / spin down)**: -0.32955 / -0.34040 Eh
**Energy relative to the best compared isomer or geometry (same formula, charge and spin)**: 35.5 kcal per mole
**E_LUMO (spin up / spin down)**: -0.828 / -2.704 eV
**Frontier orbital gap (spin up / spin down)**: 8.140 / 6.558 eV
**F_max**: 3.0 eV Å⁻¹
**Expectation value of S²**: 2.01

Last column: Löwdin spin population.
Positions of all 59 atoms, in Å:
1 Pd -0.728392 1.085305 0.611399  1.37
2 N 2.578566 1.798333 0.998072  0.00
3 N 2.404071 2.534182 2.164052  0.01
4 C 1.372697 2.395509 3.037246  0.01
5 N 1.442781 3.083532 4.192878  0.00
6 N 0.436745 1.495388 2.600882  0.07
7 N -0.696650 1.278560 3.424319  0.00
8 O -0.685153 1.621102 4.591389  0.00
9 O -1.591944 0.684087 2.799028  0.05
10 H 2.668527 2.552388 0.307197  0.00
11 H 1.648879 1.361499 0.856023  0.00
12 H 3.236052 2.969135 2.556311  0.00
13 H 1.867163 4.005576 4.187010  0.00
14 H 0.603776 2.947867 4.775647  0.00
15 O -4.043958 1.956061 -1.996428  0.01
16 S -2.858989 1.803178 -1.168146  0.00
17 O -2.639794 0.391315 -0.626447  0.14
18 O -2.680790 2.679649 0.017062  0.02
19 C -1.466616 2.109233 -2.305643  0.00
20 C -1.582681 1.343934 -3.471676  0.00
21 C -0.516010 1.160954 -4.367711  0.00
22 C 0.708718 1.717098 -4.057432  0.00
23 C 0.845143 2.481183 -2.890546  0.00
24 C -0.247443 2.784608 -2.065426  0.00
25 S 0.166309 3.938498 -0.724144  0.00
26 O -0.692679 5.072065 -0.948617  0.00
27 O 1.621604 4.134221 -0.844314  0.00
28 O -0.170092 3.254447 0.606904  0.07
29 H -2.558085 0.911993 -3.658584  0.00
30 H -0.689361 0.624047 -5.294281  0.00
31 H 1.572994 1.541835 -4.672578  0.00
32 H 1.817038 2.882954 -2.628827  0.00
33 C 1.443157 -0.888333 -1.320250  0.03
34 P 0.085057 -0.907588 -0.072964  0.12
35 C 0.891077 -2.019131 1.115010  0.02
36 C 0.932894 -3.388181 0.844162  0.01
37 C 1.522169 -4.257278 1.779808  0.00
38 C 2.122641 -3.759826 2.935667  0.00
39 C 2.137133 -2.375319 3.153082  0.00
40 C 1.578937 -1.502539 2.215705  0.00
41 C -1.229277 -1.946377 -0.744428  0.01
42 C -1.252335 -2.346922 -2.077449  0.01
43 C -2.271070 -3.228944 -2.509362  0.00
44 C -3.165623 -3.743446 -1.605782  0.01
45 C -3.126644 -3.335563 -0.255883  0.00
46 C -2.144583 -2.467356 0.192615  0.01
47 H 1.885694 -1.886079 -1.453984  0.01
48 H 2.252700 -0.236323 -0.962418  0.00
49 H 1.095077 -0.501798 -2.272861  0.00
50 H 0.506402 -3.819589 -0.055826  0.00
51 H 1.478434 -5.326438 1.569870  0.00
52 H 2.548930 -4.439831 3.668218  0.00
53 H 2.565379 -1.947138 4.068257  0.00
54 H 1.624715 -0.436456 2.364592  0.00
55 H -0.503066 -2.013466 -2.787769  0.00
56 H -2.295158 -3.476079 -3.555867  0.00
57 H -3.917201 -4.460384 -1.914020  0.00
58 H -3.858558 -3.710034 0.449417  0.00
59 H -2.049310 -2.179303 1.227824  0.00

Atoms 1-6, force components in eV/Å:
Pd -1.264 0.921 0.754
N -0.433 0.014 -0.568
N -0.700 0.676 2.834
C 1.004 -0.531 -2.157
N -1.177 -0.156 0.395
N -0.931 0.493 1.888

=====

(3)
Density functional theory data (the ωB97M-V functional and the def2-TZVPD basis) for 9 unconnected molecules or ions with the total composition C30H39Cl12N3O6 at a distorted geometry.

**SMILES string**: O=[N+]([O-])c1ccccc1.O=[N+]([O-])c1ccccc1.O=[N+]([O-])c1ccccc1.ClCCCl.ClCCCl.ClCCCl.ClCCCl.ClCCCl.ClCCCl
**HOMO energy**: -0.36647 Eh
**Energy relative to the best compared isomer or geometry (same formula, charge and spin)**: 25.2 kcal per mole
**E_LUMO**: -0.773 eV
**Frontier orbital gap**: 9.200 eV
**F_max**: 2.3 eV Å⁻¹

Last column: Mulliken charge in e.
Positions of all 90 atoms, in Å:
1 Cl 0.629742 -4.552496 -0.907645  -0.15
2 C 0.025395 -4.694906 0.752971  -0.26
3 C -1.488603 -4.853119 0.729811  0.14
4 Cl -2.009355 -6.288431 -0.168426  -0.19
5 H 0.251342 -3.739747 1.222829  0.04
6 H 0.553838 -5.502624 1.248523  0.42
7 H -1.986417 -4.032252 0.220587  -0.31
8 H -1.980234 -4.893977 1.701672  0.35
9 Cl 5.321028 0.376350 -0.881697  -0.20
10 C 4.567129 -0.727455 -2.057207  -0.60
11 C 3.068575 -0.665599 -1.847329  1.20
12 Cl 2.201546 -1.551959 -3.112989  -0.20
13 H 4.888404 -1.751280 -1.868927  0.33
14 H 4.924796 -0.391383 -3.024763  0.43
15 H 2.756198 0.374728 -1.918108  -0.07
16 H 2.810033 -1.145293 -0.911226  -0.82
17 Cl -3.474693 -0.519067 4.497362  -0.20
18 C -3.654885 -1.738995 3.217666  0.09
19 C -4.723074 -1.345389 2.202488  -0.32
20 Cl -6.283399 -0.919097 2.907729  -0.19
21 H -3.884705 -2.687360 3.697282  0.38
22 H -2.745189 -1.899612 2.641335  -0.19
23 H -4.861172 -2.143729 1.469899  0.40
24 H -4.426486 -0.505127 1.573246  0.10
25 Cl 3.521207 4.045840 4.030125  -0.22
26 C 2.989709 3.033955 2.657781  0.13
27 C 3.021964 3.888390 1.424156  -0.67
28 Cl 2.434512 3.111390 -0.059464  0.00
29 H 1.991370 2.638624 2.826525  0.04
30 H 3.696948 2.207293 2.639447  0.13
31 H 3.961838 4.375401 1.176666  0.36
32 H 2.324149 4.715637 1.568088  0.31
33 Cl -1.276302 -1.451391 0.551239  0.14
34 C 0.361479 -1.011589 -0.030990  -0.40
35 C 0.904203 0.403247 0.205490  0.39
36 Cl 0.616532 0.993046 1.877704  -0.34
37 H 0.352860 -1.325161 -1.069351  0.12
38 H 0.976624 -1.610335 0.638040  -0.16
39 H 0.400495 1.179014 -0.362473  -0.09
40 H 1.968514 0.451190 -0.002435  0.31
41 Cl -1.670731 -0.907911 -3.846457  -0.13
42 C -2.279605 -2.518676 -3.454546  -0.45
43 C -3.462283 -2.419130 -2.498114  0.00
44 Cl -4.254181 -4.029738 -2.388607  -0.21
45 H -1.471734 -3.083562 -2.990632  0.16
46 H -2.535035 -3.028775 -4.379631  0.43
47 H -4.170101 -1.680758 -2.861575  0.40
48 H -3.115221 -2.202862 -1.493179  -0.18
49 C 6.466782 -4.603785 3.895541  -0.43
50 C 5.455056 -4.953980 3.009425  -0.52
51 C 4.672522 -3.959689 2.443328  -0.21
52 C 4.875310 -2.633391 2.778492  0.32
53 C 5.902390 -2.264892 3.643578  -0.42
54 C 6.701990 -3.269005 4.164277  -0.49
55 N 3.988192 -1.598940 2.261670  0.81
56 O 3.799006 -0.605489 2.904261  -0.55
57 O 3.433722 -1.852379 1.210628  -0.54
58 H 7.039171 -5.413590 4.327089  0.39
59 H 5.382012 -5.982622 2.684046  0.38
60 H 3.755752 -4.265054 1.952203  0.36
61 H 5.846345 -1.213779 3.902447  0.45
62 H 7.428944 -3.007407 4.924016  0.34
63 C -3.848903 2.389959 2.144260  -0.59
64 C -2.702370 2.735398 1.377324  -0.49
65 C -2.806770 3.542834 0.257989  0.07
66 C -4.018122 4.198152 -0.019257  0.08
67 C -5.104469 3.993057 0.794491  -0.63
68 C -4.996820 3.087714 1.839965  -0.41
69 N -3.957628 5.268094 -1.030012  1.00
70 O -3.152868 5.150858 -1.940617  -0.56
71 O -4.703054 6.224821 -0.885748  -0.59
72 H -3.790088 1.815716 3.055739  0.52
73 H -1.806884 2.209434 1.681543  0.33
74 H -1.905388 3.746965 -0.301952  0.51
75 H -6.077366 4.460513 0.730816  0.44
76 H -5.857679 2.950563 2.486194  0.38
77 C -2.399087 4.124325 -5.281696  -0.35
78 C -2.839277 3.249002 -4.272468  -0.99
79 C -1.916144 2.561092 -3.495880  0.20
80 C -0.570389 2.743408 -3.812150  -0.18
81 C -0.139737 3.468291 -4.874559  -0.33
82 C -1.064097 4.117439 -5.681358  -0.64
83 N 0.436549 1.969559 -3.061426  1.13
84 O 0.134453 1.478826 -2.010801  -0.59
85 O 1.529286 1.829454 -3.546226  -0.65
86 H -3.123885 4.790664 -5.727392  0.39
87 H -3.887781 3.225611 -4.012201  0.39
88 H -2.106787 1.974045 -2.607250  0.65
89 H 0.919728 3.435243 -5.095974  0.47
90 H -0.758686 4.907608 -6.355208  0.32

Atoms 1-6, force components in eV/Å:
Cl 0.285 0.036 -0.260
C -0.735 0.469 0.061
C -0.444 0.091 -0.143
Cl -0.029 -0.512 -0.002
H 0.069 -0.096 0.222
H -0.124 -0.106 -0.012

=====

(4)
Density functional theory data (the ωB97M-V functional and the def2-TZVPD basis) for C2H3ClFNO in the gas phase at a distorted geometry.

**SMILES string**: O/N=C/[C@H](F)Cl
**HOMO energy**: -0.39123 Eh
**Energy relative to the best compared isomer or geometry (same formula, charge and spin)**: 56.9 kcal per mole
**E_LUMO**: 0.750 eV
**Frontier orbital gap**: 11.396 eV
**F_max**: 4.0 eV Å⁻¹

Last column: Mulliken charge in e.
Positions of all 9 atoms, in Å:
1 C -0.122226 -0.102162 -0.273508  0.02
2 C 1.228302 0.258453 0.271713  0.14
3 H -2.984834 -0.318613 0.356850  0.39
4 H -0.124617 -0.122468 -1.360068  0.35
5 H 1.296785 0.333739 1.295553  0.23
6 N -1.120117 -0.316809 0.468854  -0.35
7 O -2.275060 -0.328451 -0.402112  -0.39
8 F 1.624549 1.475154 -0.213396  -0.23
9 Cl 2.477216 -0.878844 -0.143885  -0.16

Atoms 1-6, force components in eV/Å:
C 1.180 0.054 -0.113
C -0.096 -0.068 -0.878
H 1.598 -0.152 -2.531
H -0.534 0.179 -0.091
H -0.448 0.087 2.386
N -0.415 0.894 -1.512